[1]
Formula: C20H36CaN8O2S3
Source: the Open Molecules 2025 dataset
Level of theory: ωB97M-V/def2-TZVPD

The electronic energy is -3243.9282 a.u. The energy above the lowest of the compared OMol25 structures with the same formula, charge and spin comes out at 10.07 kcal/mol. As for the frontier orbital gap: 8.25 eV. Its net charge is +2.

Each line ends with the natural charge from an NBO analysis.
Positions of all 70 atoms, in Å:
Ca1 0.31540 -0.00489 0.09889  1.75
C1 1.12037 0.86116 3.53649  -0.65
C2 0.13935 0.03635 2.80053  -0.10
C3 -1.14263 0.48392 2.49068  -0.02
C4 -1.66171 1.83813 2.93217  -0.66
C5 -2.07524 -0.44712 1.82901  -0.02
C6 -3.43890 -0.03730 1.48707  -0.66
C7 -1.69647 -1.73299 1.59361  -0.03
C8 -2.70363 -2.78098 1.14853  -0.67
C9 -0.38361 -2.18896 1.87358  -0.01
C10 0.01536 -3.61009 1.62593  -0.65
C11 0.52619 -1.32386 2.54975  -0.07
C12 1.78547 -1.90099 3.28438  -0.65
H1 1.09870 0.46520 4.57600  0.24
H2 0.95421 1.91910 3.61951  0.23
H3 2.11419 0.67501 3.21393  0.22
H4 -2.34741 1.63899 3.78395  0.24
H5 -2.27795 2.40340 2.21430  0.25
H6 -0.80398 2.35197 3.34166  0.23
H7 -3.65245 1.04960 1.19714  0.25
H8 -4.12062 -0.25718 2.31056  0.25
H9 -3.66249 -0.65716 0.61796  0.20
H10 -3.75850 -2.48751 1.35085  0.24
H11 -2.56030 -3.75651 1.63395  0.25
H12 -2.62234 -2.93470 0.06421  0.24
H13 1.03973 -3.66253 1.39889  0.22
H14 -0.61638 -3.99250 0.84828  0.24
H15 -0.14093 -4.08317 2.57873  0.24
H16 1.46308 -1.88221 4.36528  0.24
H17 2.78146 -1.43243 3.11473  0.23
H18 1.80000 -2.93157 3.03008  0.23
N1 2.16156 0.15373 -1.99684  -0.66
N2 1.84215 1.18579 -2.97612  -0.42
C13 0.70779 1.87226 -2.84163  0.65
N3 0.12184 2.51151 -3.85831  -0.75
N4 -0.01957 1.67386 -1.70109  -0.56
N5 -1.22038 2.17528 -1.46973  0.64
O1 -1.82702 2.83489 -2.31110  -0.42
O2 -1.71039 1.63711 -0.48503  -0.47
H19 3.00879 0.49464 -1.48113  0.39
H20 2.43517 -0.62148 -2.54079  0.39
H21 2.42539 1.43338 -3.74913  0.41
H22 0.64185 2.65580 -4.75086  0.42
H23 -0.65458 3.07654 -3.62566  0.45
S1 -0.47153 -1.77465 -2.02087  -0.49
C14 -1.70312 -0.99928 -2.93621  0.37
N6 -1.70425 -1.08305 -4.21596  -0.56
C15 -2.78084 -0.60029 -5.13019  -0.21
C16 -4.04439 -0.63058 -4.27183  -0.45
C17 -3.80270 0.15059 -2.96709  -0.24
N7 -2.71997 -0.49351 -2.23444  -0.59
H24 -0.99489 -1.70712 -4.57849  0.43
H25 -2.74179 -1.31361 -5.90238  0.23
H26 -2.38497 0.34616 -5.48584  0.21
H27 -4.35345 -1.68743 -4.07006  0.24
H28 -4.90078 -0.19966 -4.80454  0.25
H29 -4.75892 0.15205 -2.27377  0.24
H30 -3.53994 1.23226 -3.07035  0.22
H31 -2.80842 -0.59242 -1.25301  0.43
S2 2.51243 2.06123 0.57366  -0.33
C18 4.03974 1.62073 1.13989  -0.04
N8 4.78285 2.32019 1.96411  -0.53
C19 6.21775 1.86995 2.22337  -0.22
C20 6.39968 0.53444 1.50845  -0.55
S3 4.92492 0.31388 0.47544  0.33
H32 4.40595 3.17400 2.29436  0.43
H33 6.36523 1.74430 3.29613  0.24
H34 6.88931 2.62738 1.86432  0.23
H35 6.47878 -0.27735 2.26107  0.25
H36 7.29272 0.51031 0.89104  0.26

***

[2]
Formula: C20H36F5N2O4P
Source: the Open Molecules 2025 dataset
Level of theory: ωB97M-V/def2-TZVPD

The electronic energy is -2034.6935 a.u. As for the frontier orbital gap: 9.17 eV. As for the SMILES: FC(F)(F)c1cccc(C(F)(F)P)c1.COCCNCCOC.COCCNCCOC. Its net charge is 0.

Each line ends with the natural charge from an NBO analysis.
Positions of all 68 atoms, in Å:
F1 -1.25204 -1.76573 -2.02475  -0.33
C1 -0.44709 -1.57576 -3.10032  0.98
F2 -0.89769 -2.31501 -4.11503  -0.31
F3 -0.56511 -0.27813 -3.41268  -0.32
C2 0.97470 -1.93265 -2.72254  -0.14
C3 1.39806 -3.23305 -2.74450  -0.17
C4 2.67353 -3.55657 -2.41090  -0.21
C5 3.53488 -2.55376 -2.01509  -0.20
C6 3.10812 -1.26593 -1.99151  -0.04
C7 3.98354 -0.08593 -1.56168  0.47
F4 4.21077 0.73387 -2.61963  -0.34
F5 3.20073 0.62507 -0.66977  -0.36
P1 5.53930 -0.60387 -0.64856  0.16
C8 1.81690 -0.93059 -2.34167  -0.19
H1 0.71112 -4.01877 -3.03971  0.23
H2 3.02233 -4.57951 -2.43334  0.22
H3 4.54097 -2.82666 -1.73460  0.24
H4 5.35847 -0.06628 0.63810  0.04
H5 6.67477 -0.01107 -1.23339  0.03
H6 1.48910 0.09670 -2.30475  0.25
C9 -8.26217 -2.74266 0.26019  -0.24
O1 -8.26239 -2.04938 -0.97298  -0.55
C10 -7.70213 -0.74198 -0.90587  -0.07
C11 -6.37184 -0.67605 -1.63101  -0.24
N1 -5.33690 -1.41097 -0.91424  -0.63
C12 -4.10286 -1.62031 -1.67367  -0.25
C13 -4.19491 -2.43350 -2.96488  -0.09
O2 -4.49661 -3.80618 -2.77423  -0.55
C14 -5.87124 -4.11057 -2.62700  -0.24
H7 -8.86857 -3.63872 0.13492  0.19
H8 -7.25223 -3.05053 0.55060  0.16
H9 -8.69989 -2.13448 1.05712  0.17
H10 -7.60991 -0.39630 0.12775  0.18
H11 -8.40393 -0.07608 -1.41636  0.18
H12 -6.06720 0.37070 -1.72432  0.19
H13 -6.52946 -1.07719 -2.64047  0.17
H14 -5.70068 -2.31481 -0.64510  0.35
H15 -3.40819 -2.12961 -1.00524  0.21
H16 -3.66222 -0.64448 -1.89899  0.19
H17 -3.20910 -2.41698 -3.42508  0.20
H18 -4.87634 -1.98536 -3.69795  0.16
H19 -6.50623 -3.44324 -3.21452  0.17
H20 -6.16973 -4.08330 -1.57577  0.16
H21 -6.02455 -5.13146 -2.97943  0.19
C15 5.89821 2.83673 1.19313  -0.24
O3 5.80886 2.30069 2.50005  -0.56
C16 6.27703 3.17030 3.52507  -0.07
C17 5.12629 3.67769 4.37168  -0.24
N2 4.29167 4.61284 3.62697  -0.63
C18 3.02017 4.93656 4.27119  -0.25
C19 2.02380 3.80334 4.51190  -0.08
O4 1.45725 3.26128 3.33276  -0.54
C20 2.23652 2.27310 2.68156  -0.25
H22 5.68520 2.03019 0.49629  0.19
H23 5.15987 3.62917 1.03386  0.16
H24 6.90141 3.22237 0.98786  0.17
H25 6.86734 3.99544 3.11667  0.18
H26 6.93695 2.57532 4.16306  0.18
H27 5.52634 4.18162 5.25664  0.19
H28 4.55617 2.80149 4.70615  0.17
H29 4.09354 4.22574 2.71433  0.35
H30 2.52723 5.67939 3.63949  0.20
H31 3.23196 5.42734 5.22703  0.19
H32 1.18488 4.23022 5.06827  0.19
H33 2.43324 3.00800 5.14608  0.16
H34 2.81326 1.67180 3.38886  0.17
H35 2.90219 2.72269 1.94027  0.16
H36 1.55455 1.61375 2.14370  0.19

***

[3]
Formula: C20H36N3O3Pt
Source: the Open Molecules 2025 dataset
Level of theory: ωB97M-V/def2-TZVPD

The electronic energy is -1292.7704 a.u. The energy above the lowest of the compared OMol25 structures with the same formula, charge and spin comes out at 27.55 kcal/mol. As for the frontier orbital gap: 7.30 eV. Its net charge is +1.

Each line ends with the natural charge from an NBO analysis.
Positions of all 63 atoms, in Å:
Pt1 -0.30860 0.99861 0.47845  1.10
N1 -2.19791 -0.95555 2.42283  -0.74
C1 -3.35876 -1.66763 1.79003  -0.05
C2 -4.27827 -0.68908 1.06196  -0.43
C3 -3.62246 0.03296 -0.12616  -0.05
N2 -2.71600 1.13081 0.31443  -0.86
C4 -2.88406 -0.93422 -1.06163  -0.45
C5 -2.09916 -2.07724 -0.40443  -0.05
N3 -0.75978 -1.57523 -0.01723  -0.88
C6 -2.83646 -2.70091 0.79463  -0.43
H1 -2.45990 -0.13394 2.96448  0.45
H2 -1.55611 -0.61762 1.70648  0.50
H3 -1.65034 -1.55443 3.03731  0.44
H4 -3.90124 -2.15634 2.59712  0.23
H5 -4.69030 0.03936 1.77102  0.22
H6 -5.11598 -1.26813 0.67241  0.25
H7 -4.43562 0.46646 -0.70841  0.22
H8 -3.18611 1.73310 0.98353  0.39
H9 -2.47763 1.70479 -0.49594  0.44
H10 -2.18426 -0.33653 -1.64855  0.27
H11 -3.61151 -1.37256 -1.74690  0.23
H12 -2.00262 -2.86701 -1.15154  0.20
H13 -0.22777 -1.35472 -0.85295  0.40
H14 -0.22500 -2.28472 0.48049  0.38
H15 -2.18965 -3.42501 1.30556  0.22
H16 -3.69175 -3.25290 0.40511  0.25
C7 -0.60403 1.34941 -3.77455  -0.62
C8 0.20359 1.47623 -2.49090  0.25
C9 0.88256 2.84337 -2.45337  -0.62
C10 1.26178 0.37713 -2.43309  -0.64
O1 -0.71453 1.34933 -1.41046  -0.88
H17 0.05105 1.39893 -4.64839  0.22
H18 -1.33221 2.16207 -3.83385  0.22
H19 -1.14240 0.39712 -3.79520  0.20
H20 1.62378 2.93027 -3.25142  0.21
H21 1.38778 2.99182 -1.49464  0.20
H22 0.13744 3.63259 -2.57856  0.22
H23 1.98818 0.49326 -3.24092  0.22
H24 0.79196 -0.60938 -2.54322  0.19
H25 1.79606 0.41046 -1.48178  0.22
C11 4.77195 -0.60630 -1.27976  -0.64
C12 3.80245 -0.25145 -0.18541  0.03
C13 3.30615 -1.22770 0.68116  -0.22
C14 2.40185 -0.91660 1.68646  0.00
C15 1.95430 -1.96443 2.67598  -0.64
C16 1.96724 0.41002 1.80886  -0.14
C17 2.48470 1.41694 0.98370  -0.02
C18 2.10113 2.87363 1.20241  -0.65
C19 3.39221 1.06219 -0.00842  -0.24
C20 1.00685 0.77069 2.91116  0.76
O2 1.34619 1.04425 4.03150  -0.57
O3 -0.24438 0.72432 2.48543  -0.82
H26 5.31605 -1.52134 -1.04748  0.23
H27 5.49173 0.19699 -1.43822  0.23
H28 4.24506 -0.76534 -2.22478  0.23
H29 3.64857 -2.25431 0.58329  0.22
H30 2.21833 -2.96669 2.33945  0.23
H31 0.87465 -1.91801 2.85534  0.19
H32 2.43552 -1.79120 3.64084  0.25
H33 2.45828 3.21938 2.17492  0.25
H34 1.01659 3.03625 1.19876  0.22
H35 2.53320 3.50869 0.43264  0.23
H36 3.80758 1.83511 -0.64959  0.23

***

[4]
Formula: C20H36N3O6S
Source: the Open Molecules 2025 dataset
Level of theory: ωB97M-V/def2-TZVPD

The electronic energy is -1797.0902 a.u. The energy above the lowest of the compared OMol25 structures with the same formula, charge and spin comes out at 15.72 kcal/mol. As for the frontier orbital gap: 7.91 eV. Its net charge is +1.

Each line ends with the natural charge from an NBO analysis.
Positions of all 66 atoms, in Å:
C1 -2.76883 3.15299 -2.15797  -0.39
C2 -1.74518 2.91022 -3.05789  -0.28
C3 -2.09138 2.73675 -4.51526  0.76
O1 -1.57198 3.49140 -5.27421  -0.49
O2 -3.01774 1.79393 -4.88136  -0.54
C4 -2.39404 0.55724 -5.27462  -0.07
C5 -2.01331 -0.29192 -4.03913  -0.44
C6 -0.68150 -1.06320 -4.19731  -0.40
C7 0.49757 -0.25756 -3.59419  -0.39
C8 0.68349 -0.59056 -2.07922  -0.42
C9 1.75813 -1.67867 -1.90727  -0.39
C10 2.68182 -1.49928 -0.67106  -0.31
C11 1.90726 -1.90310 0.54126  0.36
N1 1.50634 -2.23408 1.56634  -0.39
C12 3.29837 -0.09337 -0.55446  -0.55
C13 4.13247 0.09417 -1.76672  0.24
N2 4.79237 0.25634 -2.69040  -0.22
S1 4.42959 0.11572 0.88721  2.15
C14 3.83207 1.55969 1.76384  -0.87
O3 4.49676 -1.06683 1.70516  -0.91
O4 5.73387 0.47112 0.39379  -0.91
H1 -2.94316 4.14580 -1.74014  0.22
H2 -3.45220 2.34234 -1.89298  0.20
H3 -0.70576 2.87187 -2.73092  0.21
H4 -3.12106 0.01995 -5.88049  0.21
H5 -1.51720 0.77382 -5.89648  0.18
H6 -1.97053 0.32544 -3.13625  0.20
H7 -2.83218 -1.00461 -3.89206  0.21
H8 -0.79436 -2.01277 -3.66518  0.20
H9 -0.50183 -1.21836 -5.26430  0.22
H10 1.40799 -0.44845 -4.16727  0.22
H11 0.26760 0.80597 -3.73027  0.20
H12 0.93409 0.36165 -1.60454  0.19
H13 -0.30525 -0.92119 -1.74820  0.21
H14 2.37952 -1.81833 -2.79337  0.24
H15 1.24535 -2.63564 -1.76002  0.23
H16 3.51655 -2.19528 -0.79682  0.29
H17 2.57916 0.72793 -0.53961  0.28
H18 3.62034 2.31634 0.99989  0.25
H19 2.89910 1.33396 2.27788  0.22
H20 4.61661 1.95309 2.40649  0.29
C15 -1.14794 1.52037 0.66730  -0.26
O5 0.03593 1.10410 1.35470  -0.57
C16 0.02940 1.21380 2.76670  -0.08
C17 0.08759 -0.17889 3.36533  -0.27
N3 -1.10912 -0.98282 2.96783  -0.50
C18 -2.41753 -0.65096 3.62492  -0.24
C19 -2.42579 -1.13462 5.06146  -0.09
O6 -2.31999 -2.54149 5.06519  -0.54
C20 -1.09711 -3.09397 5.56128  -0.26
H21 -0.86479 2.18369 -0.14818  0.21
H22 -1.63254 0.64023 0.23049  0.17
H23 -1.85885 2.03310 1.31724  0.18
H24 -0.82197 1.79369 3.13198  0.19
H25 0.93225 1.74564 3.06985  0.21
H26 0.16187 -0.16648 4.45134  0.23
H27 0.93527 -0.72994 2.96269  0.28
H28 -0.92936 -1.97810 3.13429  0.45
H29 -1.19478 -0.89850 1.95173  0.44
H30 -3.17429 -1.18111 3.04904  0.24
H31 -2.58881 0.42098 3.54121  0.22
H32 -3.38985 -0.86762 5.49996  0.22
H33 -1.65350 -0.66129 5.67299  0.19
H34 -0.45548 -2.34442 6.02859  0.17
H35 -0.55444 -3.56693 4.73701  0.18
H36 -1.33513 -3.86298 6.29314  0.22